# 1
{
  "formula": "C45H46AsF6N7O3SiTl",
  "method": "the ωB97M-V functional and the def2-TZVPD basis",
  "symbols": ["Tl", "C", "C", "C", "C", "C", "N", "C", "C", "C", "N", "C", "C", "C", "C", "C", "C", "C", "C", "N", "C", "C", "C", "N", "C", "C", "C", "C", "O", "C", "O", "H", "H", "H", "H", "H", "H", "H", "H", "H", "H", "H", "H", "H", "H", "H", "H", "H", "H", "H", "H", "H", "H", "H", "H", "H", "H", "H", "H", "O", "Si", "C", "C", "C", "C", "C", "C", "C", "C", "C", "C", "C", "C", "C", "C", "C", "C", "C", "C", "H", "H", "H", "H", "H", "H", "H", "H", "H", "H", "H", "H", "H", "H", "H", "F", "As", "F", "F", "F", "F", "F", "C", "H", "H", "H", "N", "C", "N", "C", "N"],
  "coordinates": [[1.428, -0.430, 0.040], [1.198, -7.342, 2.044], [0.812, -5.883, 2.033], [-0.141, -5.490, 1.167], [-0.701, -4.196, 0.726], [-1.585, -4.282, -0.299], [-2.188, -3.349, -1.116], [-1.519, -2.201, -1.740], [-0.415, -2.615, -2.733], [-0.209, -1.660, -3.918], [0.751, -0.612, -3.658], [0.789, 0.548, -4.373], [1.429, 1.725, -3.979], [1.302, 2.931, -4.711], [1.640, 4.167, -4.164], [1.438, 5.437, -4.954], [2.075, 4.218, -2.849], [2.276, 3.043, -2.081], [2.423, 3.181, -0.653], [2.330, 2.270, 0.244], [2.269, 2.691, 1.626], [3.413, 2.194, 2.512], [3.750, 0.704, 2.401], [2.589, -0.158, 2.377], [2.660, -1.292, 3.017], [1.729, -2.313, 2.955], [1.617, -5.012, 2.897], [-0.320, -2.882, 1.300], [-0.997, -1.863, 1.152], [2.133, 1.766, -2.696], [2.539, 0.690, -2.174], [0.438, -7.944, 1.550], [1.340, -7.722, 3.057], [2.136, -7.478, 1.497], [-0.546, -6.309, 0.581], [-1.898, -5.295, -0.544], [-2.771, -3.813, -1.796], [-1.148, -1.545, -0.953], [-2.307, -1.656, -2.269], [-0.672, -3.597, -3.139], [0.532, -2.763, -2.208], [-1.168, -1.186, -4.166], [0.094, -2.250, -4.794], [1.440, -0.706, -2.922], [0.170, 0.566, -5.266], [0.867, 2.887, -5.706], [1.265, 5.217, -6.009], [2.310, 6.092, -4.890], [0.577, 6.004, -4.589], [2.242, 5.183, -2.376], [2.490, 4.232, -0.316], [1.345, 2.286, 2.044], [2.209, 3.790, 1.709], [3.130, 2.424, 3.545], [4.325, 2.760, 2.290], [4.424, 0.452, 3.238], [4.325, 0.549, 1.479], [3.504, -1.494, 3.691], [3.444, -5.821, 3.593], [-0.948, 1.415, -0.276], [-2.079, 2.175, 0.652], [-1.657, 1.937, 2.452], [-2.316, 2.716, 3.408], [-2.058, 2.557, 4.760], [-1.130, 1.610, 5.180], [-0.470, 0.826, 4.247], [-0.737, 0.989, 2.894], [-3.757, 1.402, 0.306], [-4.498, 1.616, -0.862], [-5.668, 0.916, -1.115], [-6.122, -0.026, -0.203], [-5.397, -0.268, 0.953], [-4.229, 0.438, 1.202], [-1.955, 4.016, 0.269], [-0.844, 4.682, 0.799], [-0.553, 5.992, 0.450], [-1.373, 6.672, -0.439], [-2.487, 6.037, -0.968], [-2.770, 4.724, -0.617], [-3.036, 3.464, 3.090], [-2.576, 3.171, 5.487], [-0.930, 1.480, 6.237], [0.246, 0.074, 4.557], [-0.241, 0.342, 2.189], [-4.152, 2.323, -1.605], [-6.218, 1.097, -2.030], [-7.031, -0.581, -0.403], [-5.729, -1.021, 1.656], [-3.658, 0.216, 2.094], [-0.189, 4.159, 1.485], [0.320, 6.479, 0.866], [-1.140, 7.690, -0.726], [-3.132, 6.561, -1.663], [-3.648, 4.253, -1.037], [2.434, -4.154, -1.170], [2.844, -5.754, -1.734], [4.233, -5.777, -0.681], [1.872, -6.455, -0.466], [3.249, -7.361, -2.295], [1.448, -5.750, -2.787], [3.808, -5.069, -3.010], [-0.929, 1.599, -1.686], [-0.300, 0.823, -2.119], [-0.516, 2.576, -1.944], [-1.932, 1.501, -2.113], [0.895, -2.858, 1.890], [1.608, -3.690, 2.745], [2.497, -5.609, 3.870], [2.274, -5.520, 5.174], [2.070, -5.482, 6.311]],
  "forces_ev_per_a": [[0.275, 0.304, -0.207], [0.000, -0.050, 0.178], [-0.190, -0.040, 0.046], [-0.084, 0.009, 0.262], [-0.001, -0.023, 0.045], [0.034, -0.078, -0.013], [-0.065, 0.036, -0.074], [0.054, 0.002, 0.086], [0.009, 0.065, -0.019], [-0.015, -0.003, 0.013], [-0.021, -0.118, 0.114], [-0.016, 0.072, -0.148], [-0.084, 0.031, -0.072], [0.004, -0.051, 0.026], [-0.012, 0.033, 0.001], [0.000, -0.017, 0.022], [-0.019, -0.060, 0.023], [-0.045, 0.014, -0.061], [-0.178, 0.001, 0.153], [0.208, -0.134, -0.045], [-0.028, -0.029, 0.037], [-0.009, -0.022, -0.025], [0.019, 0.070, 0.051], [-0.132, 0.187, -0.208], [0.060, -0.196, -0.084], [-0.223, 0.165, 0.557], [0.125, 0.113, -0.114], [-0.195, -0.061, 0.055], [0.109, 0.148, 0.085], [0.215, -0.056, -0.016], [-0.142, -0.182, 0.308], [0.022, 0.009, -0.042], [-0.066, 0.005, 0.032], [-0.053, -0.016, 0.102], [-0.002, 0.027, 0.008], [0.041, 0.030, -0.029], [0.047, 0.021, 0.053], [-0.054, -0.018, -0.109], [0.017, 0.029, -0.015], [-0.016, 0.003, 0.005], [0.036, -0.085, -0.027], [-0.001, -0.067, -0.066], [0.019, -0.001, 0.004], [0.058, 0.035, -0.067], [-0.004, -0.003, 0.011], [-0.012, 0.020, -0.022], [-0.001, -0.004, -0.023], [0.012, 0.019, -0.008], [-0.015, 0.024, -0.006], [0.001, 0.019, 0.019], [0.052, 0.001, -0.013], [-0.072, 0.006, 0.025], [0.045, -0.002, 0.008], [0.029, 0.000, 0.003], [-0.014, 0.008, 0.002], [-0.019, -0.069, -0.078], [-0.008, 0.060, -0.009], [-0.027, 0.014, -0.005], [-0.042, 0.010, -0.004], [-0.120, 0.058, 0.414], [0.114, -0.021, -0.019], [-0.044, -0.002, -0.048], [0.041, 0.035, -0.009], [-0.007, 0.012, -0.001], [-0.013, 0.004, 0.013], [0.025, -0.024, 0.034], [-0.084, -0.056, 0.016], [0.001, 0.022, -0.052], [0.026, 0.012, 0.014], [-0.021, -0.008, -0.009], [0.000, 0.012, 0.007], [-0.036, -0.020, -0.005], [0.030, 0.022, -0.049], [-0.043, -0.046, -0.078], [-0.001, -0.036, -0.044], [-0.006, 0.023, 0.015], [-0.012, -0.009, -0.015], [0.006, 0.024, 0.005], [-0.029, 0.012, 0.092], [-0.015, 0.019, 0.001], [-0.002, -0.002, 0.002], [0.011, -0.001, 0.005], [0.029, -0.016, -0.014], [0.045, -0.077, -0.072], [0.010, 0.009, -0.012], [-0.005, 0.001, -0.005], [-0.010, -0.011, 0.000], [-0.002, -0.016, 0.014], [0.006, -0.006, 0.046], [0.029, -0.006, 0.008], [0.019, -0.005, -0.001], [-0.002, 0.011, 0.006], [-0.002, -0.001, -0.005], [-0.022, -0.011, -0.020], [0.007, -0.180, -0.066], [-0.110, -0.015, -0.065], [-0.065, -0.008, -0.017], [0.335, 0.053, -0.582], [-0.020, 0.121, 0.044], [0.082, 0.047, 0.092], [-0.046, -0.036, 0.078], [0.057, -0.051, -0.116], [-0.063, 0.064, 0.047], [-0.003, 0.019, -0.007], [-0.043, -0.023, -0.021], [0.407, 0.114, -0.378], [-0.163, -0.237, 0.000], [0.128, 0.067, -0.046], [-0.061, -0.047, -0.083], [0.016, 0.006, 0.160]],
  "total_energy_ha": -5648.4892,
  "de_lowest_kcal_mol": 56.24,
  "homo_lumo_gap_ha": [0.1604, 0.2134],
  "multiplicity": 2,
  "e_lumo_ev": [3.71, 3.71],
  "total_charge": -2,
  "e_homo_ev": [-0.65, -2.10],
  "s2": 0.793
}

=====

# 2
{
  "formula": "C2H8O",
  "method": "the ωB97M-V functional and the def2-TZVPD basis",
  "symbols": ["C", "O", "H", "H", "H", "H", "C", "H", "H", "H", "H"],
  "coordinates": [[-2.799, 0.729, -1.387], [-2.166, 1.640, -0.456], [-2.257, 0.632, -2.330], [-3.784, 1.126, -1.651], [-2.941, -0.250, -0.937], [-2.696, 2.434, -0.570], [3.315, -1.284, 1.474], [2.370, -1.734, 1.191], [3.817, -1.797, 2.289], [4.032, -1.254, 0.651], [3.110, -0.242, 1.725]],
  "forces_ev_per_a": [[-0.260, 0.490, 0.097], [-0.607, -0.459, -0.800], [0.314, 0.002, 0.178], [-0.038, -0.219, 0.044], [0.173, 0.003, 0.117], [0.418, 0.182, 0.365], [0.395, 0.608, -0.211], [0.123, -0.301, -0.052], [-0.307, -0.026, 0.189], [-0.274, -0.186, -0.189], [0.062, -0.095, 0.262]],
  "total_energy_ha": -156.2032,
  "de_lowest_kcal_mol": 13.71,
  "homo_lumo_gap_ha": 0.4222,
  "smiles": "CO.C",
  "e_lumo_ev": 0.95,
  "e_homo_ev": -10.54
}

=====

# 3
{
  "formula": "C38H56NO18",
  "method": "the ωB97M-V functional and the def2-TZVPD basis",
  "symbols": ["C", "N", "C", "C", "C", "C", "O", "H", "H", "H", "H", "H", "H", "H", "H", "H", "H", "H", "H", "H", "H", "C", "C", "C", "O", "C", "C", "C", "O", "O", "O", "H", "H", "H", "H", "C", "C", "C", "O", "C", "C", "C", "O", "O", "O", "H", "H", "H", "H", "C", "C", "C", "O", "C", "C", "C", "O", "O", "O", "H", "H", "H", "H", "C", "C", "O", "C", "H", "H", "H", "H", "H", "H", "C", "C", "O", "C", "H", "H", "H", "H", "H", "H", "C", "C", "O", "C", "H", "H", "H", "H", "H", "H", "C", "C", "O", "C", "H", "H", "H", "H", "H", "H", "C", "C", "O", "C", "H", "H", "H", "H", "H", "H"],
  "coordinates": [[3.048, 39.792, 29.309], [3.245, 38.847, 28.135], [4.213, 39.580, 27.178], [3.686, 37.480, 28.540], [1.967, 38.817, 27.366], [1.922, 37.912, 26.062], [0.575, 37.946, 25.639], [2.174, 39.447, 29.988], [2.510, 40.738, 29.102], [4.034, 39.977, 29.690], [4.644, 38.785, 26.385], [4.981, 39.923, 27.749], [3.816, 40.347, 26.550], [4.734, 37.573, 28.778], [3.824, 36.950, 27.681], [2.995, 37.085, 29.308], [1.360, 39.877, 27.115], [1.265, 38.427, 28.096], [2.042, 36.640, 26.381], [2.627, 38.229, 25.275], [0.424, 38.553, 24.788], [5.879, 34.241, 24.108], [7.289, 33.617, 23.965], [8.402, 34.207, 24.700], [9.482, 33.612, 24.662], [8.166, 35.338, 25.668], [6.754, 35.858, 25.793], [5.645, 35.380, 24.925], [4.536, 35.897, 25.058], [6.379, 36.675, 26.872], [7.487, 32.553, 23.094], [5.155, 33.905, 23.402], [8.965, 35.570, 26.358], [7.165, 36.784, 27.427], [8.394, 32.461, 22.727], [2.259, 39.801, 20.315], [3.192, 39.091, 21.355], [3.581, 39.928, 22.590], [4.187, 39.433, 23.519], [3.161, 41.283, 22.557], [2.371, 41.923, 21.445], [1.638, 41.115, 20.413], [0.767, 41.537, 19.652], [2.386, 43.295, 21.272], [3.662, 37.768, 21.282], [1.940, 39.132, 19.442], [3.526, 41.742, 23.302], [2.801, 43.716, 22.031], [4.165, 37.640, 22.004], [9.630, 38.714, 29.281], [10.686, 38.912, 30.365], [10.400, 39.658, 31.621], [11.362, 39.775, 32.459], [9.058, 40.114, 31.835], [7.923, 39.874, 30.736], [8.310, 39.187, 29.432], [7.405, 38.737, 28.695], [6.607, 40.288, 30.963], [11.871, 38.430, 30.196], [9.910, 38.186, 28.498], [8.765, 40.639, 32.854], [6.374, 40.929, 31.715], [12.500, 38.465, 31.003], [1.150, 34.219, 25.523], [1.731, 34.284, 24.077], [2.197, 33.333, 23.644], [1.451, 35.478, 23.188], [0.467, 33.484, 25.777], [0.889, 35.187, 25.798], [2.028, 34.251, 26.238], [2.346, 36.150, 23.130], [0.507, 35.837, 23.588], [1.176, 34.977, 22.371], [9.334, 40.532, 26.046], [8.921, 39.218, 25.662], [9.461, 38.113, 25.884], [7.534, 39.098, 24.872], [8.491, 40.848, 26.635], [9.758, 41.166, 25.224], [10.252, 40.251, 26.816], [7.326, 38.072, 24.464], [7.408, 39.618, 23.971], [6.576, 39.320, 25.630], [4.226, 32.357, 27.094], [4.444, 33.424, 28.107], [3.595, 34.184, 28.485], [5.905, 33.666, 28.471], [4.752, 31.616, 27.062], [4.296, 32.706, 26.202], [3.359, 31.907, 27.032], [6.192, 32.826, 29.225], [6.011, 34.659, 28.810], [6.474, 33.580, 27.585], [5.298, 36.069, 31.382], [4.381, 36.794, 32.300], [3.488, 37.658, 31.976], [4.393, 36.378, 33.786], [4.750, 35.603, 30.523], [5.599, 35.200, 32.081], [6.035, 36.855, 31.101], [3.751, 35.445, 33.882], [3.833, 37.020, 34.368], [5.470, 36.165, 34.122], [-2.655, 41.537, 22.330], [-2.132, 40.211, 22.841], [-1.064, 40.043, 23.490], [-3.013, 38.965, 22.540], [-1.983, 42.442, 22.520], [-3.757, 41.853, 22.787], [-2.720, 41.449, 21.391], [-3.138, 38.830, 21.443], [-3.816, 39.060, 23.201], [-2.341, 38.127, 22.833]],
  "forces_ev_per_a": [[-2.607, -0.369, 0.701], [-0.860, 3.686, -1.892], [0.131, -4.425, -2.465], [0.156, 1.819, 1.558], [-2.843, 0.437, -0.881], [-0.496, -2.834, 1.646], [-0.490, 2.062, -2.760], [2.296, -0.593, -0.473], [1.033, -0.193, -1.265], [0.062, -0.116, 0.941], [-0.972, 1.549, 2.028], [2.383, 0.938, 1.521], [-1.070, 0.484, 0.203], [0.235, 0.231, 1.270], [-0.649, -1.905, -2.437], [0.694, 0.132, -0.509], [2.593, -2.293, 0.562], [-0.358, -0.607, -0.172], [0.371, 4.093, -0.920], [-0.093, -0.364, 0.470], [0.520, -1.781, 2.717], [6.373, -3.134, -1.660], [-6.037, 1.056, -1.885], [1.930, -0.057, 1.970], [-0.916, 0.903, -0.240], [-5.849, 0.643, -0.795], [5.843, -0.944, 2.019], [-0.824, 0.252, 1.122], [0.434, 0.035, -0.334], [0.490, -1.471, -2.204], [-0.583, 2.050, 1.300], [-0.655, -0.294, -0.075], [-0.088, 0.256, -0.128], [0.037, 0.415, -0.020], [-0.344, 0.404, 0.984], [2.822, -5.825, 1.982], [-2.832, 1.581, -3.392], [-1.261, -1.094, -1.601], [0.425, -0.470, 0.251], [-5.214, -0.754, -8.683], [3.193, 0.876, 4.166], [0.530, -0.038, -1.014], [1.332, -0.511, 1.625], [-0.895, -2.635, 0.178], [-4.330, 4.071, -4.496], [0.432, 1.140, 1.424], [2.468, 4.330, 5.169], [0.239, 0.014, 0.135], [3.036, -0.715, 4.419], [3.579, 3.403, 7.425], [-3.692, -0.360, -3.914], [2.197, 0.236, 2.758], [-2.952, -0.344, -2.673], [-5.531, 0.391, -2.098], [3.052, 2.868, 5.878], [-1.923, -2.160, 0.249], [0.473, 1.273, 0.504], [1.670, -0.197, -0.446], [1.558, -0.614, 0.842], [1.039, -2.369, -3.702], [0.687, -1.237, -2.416], [1.473, -1.514, -1.259], [-1.760, 0.491, -1.206], [4.069, 2.056, -0.096], [-3.239, 3.424, 3.415], [3.267, -5.354, -2.596], [0.854, 1.158, 3.869], [-1.205, -1.473, 0.136], [-1.924, 1.736, 0.189], [-0.443, -1.196, -0.753], [-1.223, -0.375, -0.101], [0.273, 1.249, 0.051], [-0.395, -1.284, -4.064], [4.243, -0.375, 2.504], [-2.102, -5.374, -2.711], [-0.498, 3.088, 0.191], [-1.792, -1.387, 2.818], [-0.192, 1.225, 0.039], [-0.952, -0.401, 0.816], [-2.113, 1.292, -1.774], [0.664, 0.517, 1.064], [0.101, 1.837, -0.902], [2.678, -0.303, -2.010], [-2.926, 6.154, 4.698], [1.373, 0.163, -0.545], [-0.912, 0.361, 0.404], [-1.024, -2.422, 1.292], [7.171, -7.909, 0.582], [0.753, 3.159, -5.882], [-5.344, -1.501, 0.578], [-0.136, 1.662, -1.199], [0.199, 0.927, 0.949], [0.892, -0.478, -0.937], [-0.469, -1.178, 0.928], [-4.752, 2.760, 0.863], [3.486, -2.824, 0.315], [1.608, -2.454, -1.665], [0.512, 0.770, 0.524], [0.653, 1.341, -1.674], [0.111, -1.148, -0.071], [1.146, 0.520, -0.418], [-0.556, 1.926, 1.235], [-1.759, 0.301, -0.129], [-0.573, 2.684, 8.442], [1.908, -1.105, 1.638], [-2.684, 0.960, -1.802], [3.867, 0.128, -0.981], [-0.697, -1.487, 0.081], [2.808, -1.198, -1.168], [-0.974, -0.603, -7.461], [-0.794, 0.413, 0.844], [-1.840, -0.250, 0.393], [-0.777, 0.365, 0.078]],
  "total_energy_ha": -2889.7595,
  "de_lowest_kcal_mol": 42.16,
  "homo_lumo_gap_ha": 0.2267,
  "e_lumo_ev": -4.64,
  "total_charge": 1,
  "e_homo_ev": -10.81
}

=====

| no. | molar mass (g mol⁻¹) |
| --- | --- |
| 1 | 1154.29 |
| 2 | 48.09 |
| 3 | 814.85 |